{"formula": "C50H139N11O14", "method": "wB97M-V/def2-TZVPD", "elements": ["C", "C", "C", "O", "C", "N", "H", "H", "H", "H", "H", "H", "H", "H", "H", "H", "H", "C", "C", "C", "O", "C", "N", "H", "H", "H", "H", "H", "H", "H", "H", "H", "H", "H", "C", "C", "C", "O", "C", "N", "H", "H", "H", "H", "H", "H", "H", "H", "H", "H", "H", "C", "C", "C", "O", "C", "N", "H", "H", "H", "H", "H", "H", "H", "H", "H", "H", "H", "C", "C", "C", "O", "C", "N", "H", "H", "H", "H", "H", "H", "H", "H", "H", "H", "H", "C", "C", "C", "O", "C", "N", "H", "H", "H", "H", "H", "H", "H", "H", "H", "H", "H", "C", "C", "C", "O", "C", "N", "H", "H", "H", "H", "H", "H", "H", "H", "H", "H", "H", "C", "C", "C", "O", "C", "N", "H", "H", "H", "H", "H", "H", "H", "H", "H", "H", "H", "C", "C", "C", "O", "C", "N", "H", "H", "H", "H", "H", "H", "H", "H", "H", "H", "H", "C", "C", "C", "O", "C", "N", "H", "H", "H", "H", "H", "H", "H", "H", "H", "H", "H", "C", "C", "C", "O", "C", "N", "H", "H", "H", "H", "H", "H", "H", "H", "H", "H", "H", "C", "C", "O", "H", "H", "H", "H", "H", "H", "C", "C", "O", "H", "H", "H", "H", "H", "H", "C", "C", "O", "H", "H", "H", "H", "H", "H"], "positions_angstrom": [[25.20277, 19.07816, 15.30963], [23.73641, 18.95818, 14.94774], [23.64640, 17.92965, 13.83934], [24.44774, 18.29020, 12.72365], [24.01256, 17.77648, 11.55863], [22.97461, 18.54167, 16.08351], [25.51999, 18.29552, 15.97350], [25.33696, 19.93204, 15.88666], [25.85798, 18.99628, 14.46782], [23.33800, 19.84638, 14.51685], [22.62138, 17.79682, 13.59759], [24.03477, 17.05517, 14.31459], [23.00114, 17.98549, 11.27802], [24.11887, 16.69794, 11.47013], [24.52818, 18.21348, 10.64793], [23.54194, 17.99594, 16.75985], [22.33184, 17.79922, 15.79997], [14.54967, 15.65538, 15.26867], [14.70034, 14.78212, 13.98803], [14.37518, 15.50755, 12.67868], [13.04923, 16.09224, 12.85598], [11.95108, 15.33380, 12.39375], [16.05308, 14.17400, 13.94807], [14.83433, 15.08213, 16.14934], [13.59669, 16.13736, 15.28289], [15.34101, 16.35890, 15.07608], [13.94433, 13.98839, 14.07134], [14.35127, 14.74323, 11.79897], [15.11054, 16.28751, 12.51529], [11.04157, 15.76577, 12.73005], [12.07753, 14.36224, 12.88221], [11.96184, 15.07694, 11.31098], [16.05787, 13.60308, 14.79888], [16.21163, 13.58304, 13.18107], [18.34654, 13.53761, 23.35875], [18.07620, 12.87426, 22.00774], [16.62972, 12.86136, 21.55285], [15.74232, 12.40448, 22.58874], [15.86910, 11.01090, 22.65517], [18.82632, 13.44809, 20.89406], [18.37230, 14.63399, 23.31291], [19.28196, 13.13026, 23.72934], [17.54826, 13.26408, 24.03202], [18.35326, 11.82477, 22.11341], [16.59873, 12.23611, 20.72466], [16.24347, 13.81011, 21.19968], [16.04386, 10.54296, 21.65616], [14.89578, 10.63324, 23.07576], [16.63740, 10.69959, 23.37202], [18.97270, 14.40408, 21.16983], [19.71590, 12.94916, 20.85196], [13.17624, 20.12526, 21.19530], [12.87725, 19.92108, 22.70454], [12.01462, 18.70786, 23.03209], [12.65075, 17.55045, 22.52465], [12.06453, 16.42066, 23.21422], [14.24841, 19.96755, 23.35500], [13.90852, 19.39288, 20.90147], [13.58945, 21.14841, 21.16893], [12.30322, 19.99864, 20.53531], [12.30581, 20.72967, 23.12418], [11.00620, 18.82150, 22.64104], [11.95054, 18.67485, 24.15779], [12.50122, 15.54600, 22.78483], [11.01598, 16.43692, 23.00898], [12.26181, 16.44093, 24.27639], [14.64610, 19.07044, 23.08866], [14.16346, 20.06678, 24.34736], [23.69389, 13.81025, 14.40884], [22.77143, 12.61325, 14.38866], [23.14924, 11.65383, 15.49247], [22.26712, 10.49214, 15.36658], [22.59634, 9.63476, 16.45432], [21.31905, 12.82312, 14.56775], [23.56460, 14.49194, 13.56676], [24.71406, 13.42989, 14.36492], [23.61199, 14.45742, 15.31433], [23.00500, 12.08495, 13.43427], [22.98807, 11.99843, 16.47489], [24.20440, 11.42878, 15.39886], [21.87143, 8.86122, 16.54240], [22.58713, 10.22319, 17.36159], [23.55965, 9.16332, 16.36058], [20.98203, 13.51594, 13.91630], [20.84380, 11.94811, 14.24571], [24.19563, 10.18295, 21.16566], [22.76570, 10.67368, 21.43509], [21.88272, 10.33079, 20.23840], [20.59228, 10.96228, 20.44335], [19.84727, 10.94818, 19.23334], [22.38577, 10.27958, 22.71756], [24.77460, 10.19883, 22.06536], [24.68924, 10.85654, 20.47180], [24.18364, 9.18408, 20.79015], [22.77052, 11.79485, 21.45340], [21.75401, 9.23414, 20.23272], [22.39646, 10.63545, 19.39380], [20.55192, 11.25315, 18.49312], [19.01618, 11.59117, 19.35845], [19.48886, 9.93825, 18.98580], [22.27170, 9.29545, 22.90431], [21.55186, 10.72868, 23.07670], [25.67219, 14.19793, 17.92636], [24.51330, 15.14425, 18.19685], [23.84549, 14.79946, 19.54860], [22.70975, 15.60521, 19.65330], [21.91569, 15.36026, 20.83120], [25.07883, 16.45652, 18.24043], [25.44643, 13.16511, 17.61909], [26.22748, 14.22860, 18.81855], [26.29681, 14.58137, 17.10315], [23.76750, 15.05885, 17.39746], [24.43171, 15.11376, 20.39746], [23.56189, 13.75657, 19.66110], [20.95910, 15.92065, 20.66659], [22.53285, 15.72582, 21.70390], [21.77185, 14.25852, 20.97183], [24.40242, 17.10928, 18.60329], [25.41604, 16.78623, 17.31951], [11.49148, 11.96474, 14.68406], [10.91530, 12.37177, 16.08897], [11.46905, 13.73855, 16.42127], [11.25168, 13.89739, 17.81182], [12.08274, 14.84958, 18.34511], [9.49288, 12.13465, 16.18207], [12.56947, 12.28939, 14.60168], [10.83436, 12.33701, 13.92328], [11.49859, 10.86046, 14.57947], [11.46136, 11.72885, 16.82700], [11.04719, 14.51755, 15.80254], [12.56644, 13.67371, 16.23617], [11.77661, 15.10531, 19.37168], [12.15477, 15.82941, 17.82972], [13.09949, 14.41753, 18.35890], [9.19288, 12.56747, 17.03468], [8.90148, 12.53142, 15.47157], [21.41381, 15.07894, 11.88583], [19.93225, 15.49836, 12.03244], [19.36177, 15.92959, 10.72066], [19.40018, 14.94095, 9.65358], [18.43289, 15.32738, 8.66138], [19.22652, 14.40204, 12.74061], [21.81935, 15.82509, 11.10655], [21.64881, 14.08262, 11.56211], [22.05212, 15.33988, 12.76360], [19.93280, 16.36977, 12.67230], [19.92401, 16.81895, 10.39702], [18.28938, 16.25704, 10.90615], [18.40015, 14.57802, 7.85521], [18.72480, 16.29158, 8.20562], [17.38584, 15.39594, 9.10442], [19.12354, 13.56846, 12.17719], [18.27459, 14.70267, 13.00076], [17.13442, 11.12204, 16.91602], [15.64757, 11.41657, 17.00759], [15.12288, 11.08186, 18.37634], [13.77817, 11.54708, 18.54484], [13.41205, 11.70459, 19.85926], [15.50393, 12.83647, 16.74750], [17.72018, 11.73541, 17.64405], [17.61589, 11.29749, 15.95212], [17.32307, 10.09020, 17.12952], [15.04555, 10.81402, 16.28899], [15.73708, 11.55825, 19.13937], [15.26611, 9.94631, 18.55927], [12.41397, 12.06815, 19.96598], [14.08194, 12.32518, 20.46567], [13.37008, 10.74737, 20.45885], [14.56866, 13.19574, 16.68381], [16.18178, 13.36309, 17.28773], [20.35127, 14.51655, 17.70647], [18.93450, 14.77416, 17.11054], [18.24641, 15.98366, 17.79907], [16.87407, 15.97398, 17.36587], [16.25072, 17.15367, 17.86197], [19.15643, 14.81473, 15.69027], [20.89382, 15.47158, 17.65918], [20.83033, 13.70414, 17.14737], [20.20774, 14.27536, 18.76688], [18.25391, 14.02353, 17.43352], [18.74194, 16.90838, 17.60704], [18.21466, 15.78727, 18.88696], [15.27702, 17.36884, 17.44979], [16.90825, 17.98976, 17.73598], [16.27202, 17.07156, 18.96424], [19.70944, 13.99076, 15.40023], [18.32087, 14.72015, 15.09777], [20.31797, 18.67321, 20.57002], [21.35995, 19.02935, 19.61422], [20.82206, 19.99024, 18.63053], [19.90965, 19.52364, 21.11011], [20.67967, 18.00808, 21.33785], [19.48565, 18.07443, 20.08309], [21.66858, 18.18286, 19.05677], [22.26142, 19.52608, 20.08153], [21.42120, 19.92173, 17.85912], [19.36466, 18.77084, 15.53791], [19.92947, 18.01802, 14.32573], [20.66608, 16.82410, 14.75100], [18.54879, 18.24004, 16.06994], [19.00738, 19.73462, 15.19255], [20.23197, 18.88698, 16.19724], [20.71875, 18.68398, 13.87839], [19.21588, 17.81480, 13.46414], [20.09582, 16.17091, 15.26950], [16.98676, 20.87606, 19.80244], [16.67267, 21.44454, 18.37540], [17.30204, 20.72283, 17.37790], [16.45580, 21.40639, 20.57952], [18.14454, 20.88721, 19.86722], [16.53138, 19.87127, 19.77863], [16.99676, 22.50416, 18.27678], [15.60094, 21.50819, 18.20312], [18.22298, 20.38858, 17.55112]], "mulliken_charge": [-1.473, 0.308, 0.203, -0.445, -0.723, -0.127, 0.259, 0.500, 0.354, 0.462, -0.075, 0.001, 0.293, 0.286, 0.370, 0.017, -0.213, -1.317, 1.530, -0.920, -0.382, -0.531, 0.126, 0.192, 0.451, 0.538, -0.962, 0.375, 0.336, 0.286, 0.076, 0.339, -0.260, 0.363, -1.665, 0.962, -0.015, -0.469, -0.636, 0.497, 0.351, 0.316, 0.436, 0.257, -0.659, 0.404, 0.218, 0.263, 0.281, 0.019, -0.577, -1.044, 0.001, -0.773, -0.125, -0.885, -0.648, 0.138, 0.301, 0.396, 0.457, 0.389, 0.335, 0.224, 0.341, 0.367, 0.279, 0.254, -0.782, 0.563, -0.879, -0.424, -0.297, 0.153, 0.076, 0.725, -0.300, 0.197, 0.040, 0.577, 0.340, -0.084, 0.382, -0.411, 0.221, -1.577, 1.129, -0.254, -0.242, 0.352, -0.667, 0.500, 0.272, 0.376, -0.322, 0.238, -0.226, 0.100, -0.546, 0.385, 0.251, 0.163, -1.602, 2.221, -1.085, 0.173, 0.101, -0.772, 0.199, 0.479, 0.442, -0.975, 0.540, 0.079, -0.475, 0.446, -0.171, 0.312, 0.047, -1.165, 0.555, 0.505, -0.405, -0.369, -0.675, 0.142, 0.359, 0.333, -0.055, 0.397, -0.790, 0.241, 0.295, 0.001, 0.280, 0.268, -0.810, 2.379, -1.003, -0.367, -0.631, -0.099, 0.396, 0.240, -0.298, -1.913, 0.437, 0.362, 0.261, 0.287, 0.205, 0.299, -0.203, -1.178, 0.283, 0.207, -0.060, -0.917, 1.188, -0.462, 0.389, 0.617, 0.354, -0.632, 0.266, 0.405, 0.279, 0.274, -0.483, -0.655, 0.651, 1.082, -1.441, 0.556, -1.147, 0.308, -0.368, 0.105, -0.630, -0.601, 0.091, 0.269, 0.445, 0.219, 0.340, 0.331, -0.418, -1.137, 0.561, -0.542, 0.397, 0.479, -0.008, -0.188, 0.259, 0.228, -0.989, -0.699, 1.145, 0.098, 0.589, 0.106, 0.345, 0.453, -0.379, -0.566, -0.447, -0.447, 0.444, 0.214, -0.100, 0.255, 0.349, 0.237], "mol_weight_g_mol": 1118.73, "homo_lumo_gap_ev": 9.485, "e_above_lowest_ev": 3.576, "e_homo_ev": -8.99, "lumo_ev": 0.5, "multiplicity": 1}